An isolated molecule of C6H8ClN. Source: the Open Molecules 2025 dataset; level of theory: ωB97M-V/def2-TZVPD.

XYZ file:
```
16
C6H8ClN ωB97M-V/def2-TZVPD
N 1.001 1.947 -0.225
C 0.143 0.673 -0.101
C -1.218 0.301 -0.640
C -1.493 -1.000 -0.438
C -0.092 -1.391 0.227
C -0.040 -0.095 1.158
C 0.941 -0.580 -0.655
Cl 2.652 -0.678 -0.220
H 0.326 2.795 -0.083
H 1.774 1.901 0.735
H -1.809 0.892 -1.415
H -2.456 -1.583 -0.443
H -0.269 -2.384 0.465
H -1.157 0.036 1.638
H 0.855 -0.065 1.694
H 0.843 -0.769 -1.696
```

Properties
Molar mass (g mol⁻¹): 129.59
ΔE to the lowest compared entry with this formula, charge and spin (kcal per mole): 92.7
Multiplicity: 1
SMILES: N[C@]12C=C[C@H](C1)[C@@H]2Cl
Gap between HOMO and LUMO (eV): 9.94
Total energy (a.u.): -748.2003
Highest occupied orbital energy (eV): -9.012